# C12H17N

A 2-piece molecular cluster, C12H17N overall in a non-equilibrium geometry (the ωB97M-V functional and the def2-TZVPD basis, the OMol25 dataset).

Results
Calculated total energy = -14207.846 eV
LUMO energy = 0.9592 eV
Energy relative to the best compared isomer or geometry (same formula, charge and spin) = 240.34 kJ/mol
SMILES = Cc1c[nH]c2ccccc12.CCC
Frontier orbital gap = 9.0 eV

```
! wB97M-V def2-TZVPD RIJCOSX def2/J DEFGRID3
* xyz 0 1
C 3.1367 -1.0928 2.5060
C 2.9651 0.2808 1.9358
C 3.8716 1.2946 1.7820
N 3.3134 2.4384 1.0543
C 1.9840 1.8567 0.6666
C 1.0326 2.5310 -0.1641
C 0.1849 1.6537 -0.7729
C 0.1225 0.2685 -0.4514
C 0.8667 -0.2913 0.6040
C 1.8532 0.5470 1.0972
H 2.7992 -1.1050 3.5920
H 4.1636 -1.5430 2.4955
H 2.4727 -1.8546 2.1873
H 4.9469 1.4702 2.0627
H 3.7942 2.8816 0.3141
H 1.0784 3.5994 -0.1965
H -0.4557 2.1238 -1.5622
H -0.8281 -0.2184 -0.7533
H 0.8462 -1.3427 0.9247
C -4.3223 -0.4794 -0.8685
C -3.1994 -0.8614 -1.8784
C -2.8601 -2.2968 -1.9756
H -4.6321 -1.3094 -0.2653
H -3.9874 0.4721 -0.3521
H -5.2159 -0.1035 -1.4195
H -3.4209 -0.3904 -2.8311
H -2.3132 -0.3262 -1.4564
H -3.5906 -2.8600 -2.6380
H -1.8832 -2.5269 -2.6242
H -2.7230 -2.8158 -1.0126
*
```